The following is a DFT calculation (ωB97M-V with the def2-TZVPD basis set) of a molecular structure, C27H73HgN6O7.

The geometry in XYZ format:
```
114
Properties=species:S:1:pos:R:3:mulliken_charge:R:1
Hg -1.686 -1.594 3.607 1.366
C -0.453 -2.512 -0.865 -1.135
C -0.530 -1.318 0.067 2.323
C -1.703 -0.434 -0.570 -0.619
O -0.685 -1.458 1.494 -0.643
H -0.424 -2.166 -1.899 -0.037
H -1.315 -3.179 -0.825 0.283
H 0.505 -3.027 -0.791 0.390
H 0.354 -0.730 -0.182 -1.168
H -1.902 0.508 -0.057 -0.286
H -2.657 -0.954 -0.488 0.303
H -1.529 -0.251 -1.630 -0.346
C 0.831 3.347 6.507 -1.814
C 0.722 2.575 5.187 1.571
C 0.563 3.355 3.871 -0.875
O 0.384 2.436 2.771 -0.067
C 0.389 2.951 1.433 -0.938
N 1.797 1.715 5.270 -0.696
H -0.120 3.877 6.556 0.430
H 1.626 4.091 6.507 0.414
H 1.028 2.736 7.389 0.450
H -0.175 1.960 5.243 -0.642
H 1.496 3.896 3.709 0.353
H -0.245 4.084 3.933 0.340
H -0.357 3.737 1.314 0.427
H 0.165 2.138 0.743 0.034
H 1.326 3.440 1.164 0.331
H 2.261 1.688 4.373 0.126
H 2.548 2.119 5.810 0.316
C -2.483 0.388 -5.107 -1.516
C -0.982 0.151 -5.394 0.248
C -0.206 1.431 -4.902 -0.406
O -0.269 1.710 -3.500 -0.494
C 0.868 1.421 -2.684 -0.311
N -0.716 -1.059 -4.658 -0.611
H -2.891 1.149 -5.773 0.451
H -2.642 0.709 -4.078 0.207
H -3.109 -0.468 -5.359 0.391
H -0.757 -0.092 -6.433 0.491
H -0.693 2.231 -5.460 0.511
H 0.859 1.340 -5.112 0.081
H 1.340 0.467 -2.918 0.211
H 0.592 1.506 -1.633 -0.235
H 1.577 2.237 -2.820 0.632
H -0.978 -0.963 -3.687 0.126
H 0.214 -1.450 -4.612 0.121
C -3.108 1.852 4.881 -1.634
C -3.145 1.524 3.417 0.752
C -3.116 2.739 2.419 -1.061
O -3.191 2.124 1.101 -0.133
C -3.416 3.080 0.093 -0.906
N -1.954 0.718 3.014 0.710
H -2.961 2.931 4.917 0.350
H -2.365 1.337 5.490 0.344
H -4.148 1.699 5.172 0.411
H -4.045 0.948 3.201 0.258
H -2.313 3.463 2.560 0.246
H -4.057 3.272 2.556 0.601
H -4.364 3.606 0.201 0.341
H -3.364 2.646 -0.906 0.193
H -2.559 3.753 0.113 0.359
H -2.058 0.634 2.012 -0.089
H -1.085 1.219 2.895 -0.137
C 3.144 -2.147 1.514 -1.253
C 3.359 -0.569 1.535 0.319
C 3.364 0.050 0.112 -0.417
O 3.478 1.529 0.274 -0.289
C 3.816 2.219 -0.923 -0.547
N 2.301 0.029 2.282 -0.309
H 2.152 -2.448 1.176 0.154
H 3.148 -2.590 2.510 0.375
H 3.834 -2.601 0.803 0.366
H 4.249 -0.304 2.105 0.380
H 2.591 -0.317 -0.563 -0.047
H 4.209 -0.455 -0.355 0.536
H 4.899 2.097 -0.930 0.338
H 3.491 3.259 -0.890 0.255
H 3.367 1.736 -1.790 0.029
H 1.470 -0.535 2.183 0.003
H 2.060 0.891 1.813 0.092
C 2.873 0.039 -7.409 -1.283
C 3.799 0.224 -6.212 0.671
C 3.782 -1.078 -5.412 -0.854
O 2.406 -1.256 -4.794 -0.018
C 2.236 -2.547 -4.297 -0.666
N 5.115 0.509 -6.613 -0.672
H 3.278 -0.731 -8.065 0.461
H 2.760 1.008 -7.896 0.339
H 1.889 -0.294 -7.079 0.156
H 3.513 1.122 -5.666 0.073
H 4.653 -1.046 -4.756 0.342
H 3.893 -1.967 -6.032 0.363
H 1.907 -3.230 -5.080 0.440
H 1.445 -2.526 -3.547 -0.146
H 3.113 -3.033 -3.870 0.372
H 5.429 -0.075 -7.374 0.261
H 5.762 0.435 -5.841 0.231
C -2.530 -5.967 3.254 -1.552
C -2.330 -4.502 2.969 0.561
C -3.657 -3.738 2.819 -0.706
O -3.410 -2.371 2.571 -0.188
C -4.570 -1.661 2.098 -0.904
N -1.433 -3.941 4.036 -0.604
H -3.286 -6.170 4.013 0.357
H -1.610 -6.397 3.650 0.490
H -2.735 -6.416 2.282 0.397
H -1.708 -4.391 2.081 0.059
H -4.319 -3.807 3.682 0.408
H -4.154 -4.196 1.963 0.436
H -5.104 -2.245 1.348 0.388
H -4.511 -0.649 1.699 0.173
H -5.329 -1.551 2.873 0.385
H -0.817 -4.723 4.207 0.270
H -1.970 -3.955 4.891 0.282
```

As for the HOMO energy: -0.3695 Eh. The HOMO-LUMO gap is 5.8 eV. As for the spin multiplicity: 1. The molar mass comes out at 794.5 u. The net charge is +1. The value obtained for the energy above the lowest of the compared OMol25 structures with the same formula, charge and spin is 0.0000 eV.

The following is a DFT calculation (ωB97M-V with the def2-TZVPD basis set) of 7 unconnected molecules or ions with the total composition C27H74N8O8.

The geometry in XYZ format:
```
117
Properties=species:S:1:pos:R:3:mulliken_charge:R:1
C 6.122 -0.733 -2.002 0.690
O 5.608 0.210 -2.530 -0.640
N 6.497 -0.773 -0.769 -0.358
N 6.360 -1.893 -2.549 -0.379
H 6.568 0.059 -0.200 0.194
H 7.043 -1.581 -0.505 0.131
H 6.251 -2.009 -3.546 0.214
H 6.827 -2.580 -1.974 0.147
C 9.610 4.027 5.233 -0.748
O 8.583 3.015 5.179 -0.325
C 7.372 3.472 4.545 -0.844
C 6.226 2.416 4.544 -0.321
N 6.657 1.389 3.688 -0.386
C 5.864 0.119 3.892 -0.574
C 5.700 -0.330 5.372 -0.426
O 5.135 -1.577 5.369 -0.385
C 6.011 -2.705 5.214 -0.694
H 9.916 4.490 4.295 0.300
H 10.528 3.650 5.682 0.254
H 9.250 4.821 5.888 0.309
H 7.683 3.796 3.552 0.399
H 6.984 4.346 5.067 0.480
H 5.367 2.970 4.165 0.291
H 6.067 2.123 5.582 0.248
H 7.643 1.318 3.896 0.305
H 6.552 -0.600 3.445 0.396
H 4.881 0.115 3.420 0.240
H 5.022 0.301 5.946 0.312
H 6.725 -0.348 5.743 0.331
H 5.502 -3.637 5.457 0.260
H 6.836 -2.541 5.906 0.313
H 6.430 -2.809 4.213 0.267
C 1.079 -1.221 -0.522 -1.409
C 0.414 0.059 0.080 0.562
C -0.333 -0.279 1.402 -0.674
O -1.370 -1.137 1.061 -0.313
C -2.450 -0.661 0.252 -0.644
N 1.529 1.000 0.275 -0.618
H 1.499 -1.085 -1.518 0.427
H 0.280 -1.950 -0.661 0.328
H 1.789 -1.673 0.171 0.346
H -0.302 0.443 -0.646 0.157
H -0.828 0.562 1.889 0.359
H 0.284 -0.665 2.213 0.277
H -2.153 -0.733 -0.794 0.197
H -2.696 0.386 0.430 0.318
H -3.362 -1.255 0.308 0.243
H 2.127 1.197 -0.515 0.278
H 2.217 0.645 0.923 0.166
C 1.018 -6.672 2.283 -1.412
C -0.242 -6.843 3.220 0.432
C -1.594 -6.824 2.463 -0.586
O -2.709 -6.828 3.314 -0.392
C -2.891 -5.691 4.147 -0.655
N -0.195 -8.141 3.899 -0.678
H 1.132 -5.801 1.637 0.344
H 1.040 -7.532 1.614 0.320
H 1.919 -6.791 2.885 0.353
H -0.260 -6.002 3.914 0.313
H -1.789 -7.712 1.863 0.288
H -1.636 -5.990 1.763 0.310
H -3.955 -5.599 4.367 0.249
H -2.492 -4.785 3.692 0.293
H -2.378 -5.892 5.087 0.258
H -1.025 -8.307 4.448 0.289
H -0.126 -8.865 3.198 0.275
C 0.203 3.625 -5.849 -1.418
C 0.474 2.310 -5.153 0.945
C -0.474 1.175 -5.696 -1.084
O -0.308 0.048 -4.866 -0.201
C -0.950 -1.181 -5.241 -0.807
N 1.790 1.840 -5.355 -0.751
H -0.874 3.772 -5.929 0.349
H 0.571 3.778 -6.863 0.359
H 0.611 4.470 -5.294 0.322
H 0.200 2.404 -4.102 0.087
H -0.312 0.847 -6.723 0.419
H -1.532 1.435 -5.687 0.442
H -0.837 -1.880 -4.412 0.218
H -0.607 -1.642 -6.167 0.303
H -2.019 -0.973 -5.271 0.336
H 2.599 2.012 -4.776 0.243
H 1.653 0.841 -5.304 0.240
C -12.509 -3.512 -5.465 -1.439
C -11.421 -3.336 -4.389 0.418
C -10.442 -2.131 -4.650 -0.663
O -9.391 -2.069 -3.714 -0.320
C -8.465 -1.033 -4.053 -0.809
N -12.165 -3.120 -3.153 -0.740
H -13.269 -4.232 -5.160 0.398
H -11.967 -3.798 -6.366 0.362
H -13.004 -2.565 -5.677 0.315
H -10.864 -4.267 -4.288 0.320
H -10.970 -1.178 -4.701 0.315
H -10.029 -2.215 -5.656 0.372
H -8.815 -0.007 -4.167 0.314
H -7.891 -1.274 -4.947 0.327
H -7.623 -0.968 -3.364 0.305
H -11.472 -2.980 -2.433 0.273
H -12.693 -2.260 -3.119 0.252
C -0.116 6.245 -0.866 -1.393
C -0.536 6.448 0.596 0.629
C -1.968 7.072 0.772 -0.723
O -1.956 8.391 0.162 -0.361
C -1.507 9.444 1.063 -0.689
N -0.541 5.175 1.289 -0.672
H 0.863 5.767 -0.880 0.372
H -0.116 7.168 -1.447 0.342
H -0.749 5.483 -1.321 0.311
H 0.237 7.086 1.025 0.083
H -2.187 7.075 1.840 0.394
H -2.754 6.508 0.270 0.368
H -1.997 9.342 2.031 0.295
H -1.563 10.474 0.710 0.285
H -0.458 9.265 1.298 0.267
H -1.405 4.692 1.088 0.248
H 0.196 4.549 1.000 0.237
```

As for the HOMO energy: -0.3223 Eh. The HOMO-LUMO gap is 9.1 eV. As for the spin multiplicity: 1. The molar mass comes out at 638.9 u. The value obtained for the energy above the lowest of the compared OMol25 structures with the same formula, charge and spin is 3.4197 eV.

- Among the records above, which one has the highest molar mass?
  C27H73HgN6O7